This record from the Open Molecules 2025 dataset describes a structure of composition C8H19ClGaINO10S3. The level of theory is ωB97M-V/def2-TZVPD.

Values from the calculation:
Charge: -1
HOMO-LUMO gap, eV: 6.95

Geometry (Å):
N -2.79262 5.93373 1.60492
Ga -1.85092 4.31000 1.97079
I 0.68049 4.81604 1.26543
C -2.50671 2.78908 0.82176
C -2.00570 1.38237 1.15396
C -0.49130 1.17238 1.05470
C -0.04064 1.38554 -0.38336
S 1.67257 0.96316 -0.66518
O 2.32101 0.54105 0.53995
O 1.75173 0.10066 -1.81581
Cl 2.53525 2.71459 -1.21749
H -3.36415 5.87482 0.77050
H -3.40309 6.18851 2.37165
H -1.87348 3.96406 3.52839
H -3.59126 2.79327 0.98571
H -2.37960 3.00831 -0.24508
H -2.30993 1.11529 2.16941
H -2.46919 0.64269 0.49273
H 0.04995 1.85791 1.70701
H -0.25568 0.15248 1.37108
H -0.18935 2.41753 -0.69897
H -0.55120 0.71573 -1.07779
C 3.18930 -2.35361 0.93493
C 4.65723 -2.51177 0.60023
O 5.19454 -3.18424 1.75395
S 4.11776 -4.20318 2.33801
O 4.35300 -5.51089 1.83202
O 4.02061 -3.98983 3.73680
O 2.85631 -3.60245 1.58239
H 3.01186 -1.52707 1.61982
H 2.55766 -2.24017 0.05917
H 5.16963 -1.56163 0.48524
H 4.81522 -3.13873 -0.27884
C -0.94311 -1.85661 -2.57363
C -1.79369 -2.86033 -3.32805
O -3.11160 -2.65733 -2.79734
S -3.33114 -1.11434 -2.43709
O -3.99934 -0.45763 -3.50156
O -3.82283 -1.04667 -1.11127
O -1.78715 -0.69744 -2.49063
H -0.70332 -2.19661 -1.56474
H -0.03439 -1.57379 -3.09722
H -1.51074 -3.89227 -3.14146
H -1.80404 -2.65762 -4.40020

=====

This record from the Open Molecules 2025 dataset describes a structure of composition C8H20F10Li3N5O24S10 in a non-equilibrium geometry. The level of theory is ωB97M-V/def2-TZVPD.

Values from the calculation:
Charge: -2
HOMO-LUMO gap, eV: 7.24

Geometry (Å):
Li -1.36328 -1.07225 -1.91922
Li 0.89381 3.29061 -0.20591
Li -1.16281 1.94117 -0.89151
N 0.22670 1.50855 0.45593
S 1.15352 0.20182 -0.08417
O 0.35696 -0.97053 -0.38373
O 2.51946 0.06242 0.25065
F 1.19238 0.88201 -1.54073
S -0.01507 1.00362 1.92477
O 1.15744 0.94423 2.76188
O -1.10154 0.08241 2.10658
F -0.70547 2.36706 2.40672
N -2.36499 0.60713 -1.61943
S -3.29143 0.73106 -3.02890
O -4.45061 1.56557 -3.06977
O -3.17911 -0.48444 -3.78669
F -2.27277 1.67184 -3.79498
S -3.57469 0.41648 -0.61538
O -4.68058 -0.45887 -0.93579
O -3.73329 1.49745 0.32226
F -2.66182 -0.65124 0.17392
N 1.23249 -4.76650 -1.18432
S 2.13927 -4.04296 0.03087
O 3.41028 -4.62474 0.37854
O 1.31952 -3.41077 1.02997
F 2.60199 -2.75558 -0.79251
S 1.02512 -6.12179 -0.39400
O 0.16754 -6.03861 0.77145
O 2.06657 -7.11908 -0.44027
F 0.02833 -6.75038 -1.51846
N 1.02762 -3.33914 -3.87506
S 0.86455 -3.72749 -5.39176
O 2.03524 -4.09994 -6.13594
O -0.21303 -3.05782 -6.10092
F 0.13442 -5.12528 -5.10532
S 1.12371 -1.61783 -4.09258
O -0.06383 -0.94891 -3.61204
O 1.88404 -1.04390 -5.16351
F 2.14921 -1.43035 -2.89103
N -0.62665 3.64272 -1.48473
S -0.25818 4.09342 -2.93890
O 0.86645 4.97599 -2.95949
O -1.25847 4.23895 -3.95681
F 0.43067 2.69278 -3.32723
S -1.75440 4.90049 -1.32070
O -3.08191 4.58147 -1.73509
O -1.34374 6.26248 -1.33594
F -1.86981 4.54624 0.27196
C -0.57971 -3.39279 6.36412
O -0.42584 -2.31374 5.45555
C -1.65314 -1.95105 4.84376
C -2.06642 -2.84638 3.66898
O -2.44266 -4.14178 4.11733
C -2.51932 -5.06005 3.04448
H -1.45714 -3.22910 6.99846
H 0.29666 -3.42563 7.01276
H -0.64370 -4.31142 5.78049
H -1.63545 -0.96037 4.38849
H -2.38873 -1.91874 5.65451
H -1.28184 -2.92145 2.91359
H -2.96406 -2.36469 3.26177
H -3.11524 -4.65922 2.21594
H -2.95484 -6.02197 3.30654
H -1.51352 -5.22708 2.64630
C 3.87638 2.40834 -1.45197
O 2.85741 3.20722 -0.85742
C 3.41107 4.10844 0.09657
C 2.45814 5.27727 0.40318
O 1.19038 4.80823 0.93984
C 0.49237 5.75372 1.75375
H 3.40748 1.64633 -2.07123
H 4.55979 1.92993 -0.75301
H 4.42371 3.00733 -2.18510
H 4.31904 4.61482 -0.24235
H 3.60325 3.50071 0.98638
H 2.11113 5.69754 -0.54949
H 2.87776 6.04270 1.05295
H -0.10489 6.44647 1.16153
H 1.10872 6.16144 2.55348
H -0.22660 5.08536 2.23720

=====

This record from the Open Molecules 2025 dataset describes a structure of composition C12H13KN4O3S2 in a non-equilibrium geometry. The level of theory is ωB97M-V/def2-TZVPD.

Values from the calculation:
Energy above the lowest of the compared OMol25 structures with the same formula, charge and spin, eV: 0.510
Charge: -2
HOMO-LUMO gap, eV: 5.15

Geometry (Å):
K 0.29876 0.73340 1.07839
C -3.17980 2.54649 0.77971
C -1.98562 2.70265 -0.14589
C -2.29391 3.63179 -1.31439
O -1.60423 1.40643 -0.63935
C -0.74339 3.31621 0.58264
O -0.99610 4.15863 1.45747
O 0.38175 2.92130 0.17851
H -4.07336 2.28779 0.20031
H -3.35548 3.46680 1.33239
H -2.99945 1.73859 1.49035
H -3.14769 3.25063 -1.88668
H -1.43024 3.70579 -1.97524
H -2.54762 4.62547 -0.94184
H -2.30414 1.04753 -1.19596
S 2.14826 -1.67914 0.94311
C 1.31419 -3.11205 1.50274
C 2.01641 -4.32655 1.44803
C 1.49076 -5.54277 1.86095
C 2.30544 -6.72827 1.76276
N 2.97375 -7.66439 1.68385
C 0.18310 -5.57378 2.36224
C -0.53505 -4.38881 2.42674
C -0.02926 -3.14320 2.01904
S -1.08253 -1.75646 2.17614
C -0.43295 -6.79812 2.81111
N -0.93700 -7.76754 3.17898
H 3.02653 -4.29910 1.06062
H -1.54514 -4.40927 2.81476
N 2.02124 2.23527 -2.55873
N 1.10622 1.13789 -2.32017
H 2.13136 2.74909 -1.68674
H 1.54041 2.86546 -3.18869
H 0.51681 1.42858 -1.54478
H 1.66389 0.35125 -2.00653

=====

This record from the Open Molecules 2025 dataset describes the ion C4H8NOS with charge -1 in a non-equilibrium geometry. The level of theory is ωB97M-V/def2-TZVPD.

Values from the calculation:
Energy above the lowest of the compared OMol25 structures with the same formula, charge and spin, eV: 0.237
Charge: -1
HOMO-LUMO gap, eV: 6.37
SMILES: CC(=O)NCC[S-]

Geometry (Å):
O 0.36622 1.98437 -2.35485
C 0.09366 0.95181 -1.74211
N 0.95552 0.34662 -0.91582
C 0.67797 -0.77916 -0.01410
C 0.53269 -0.31193 1.43280
S -0.43294 -1.41168 2.49899
C -1.36309 0.50855 -1.78880
H 1.76542 0.93147 -0.75719
H -0.27331 -1.20258 -0.31857
H 1.42458 -1.55254 -0.16283
H 1.53703 -0.20421 1.85818
H 0.11850 0.69634 1.39059
H -1.73659 0.00440 -0.90943
H -1.55388 -0.21481 -2.59233
H -1.97803 1.37024 -2.02561